(1)
Below is a structure of composition C8AlB2O16, with properties calculated with ωB97M-V/def2-TZVPD.

net charge = +1
frontier orbital gap = 1.9 eV
E = -48997.870 eV
molecular weight = 400.68 g/mol
energy above the lowest of the compared OMol25 structures with the same formula, charge and spin = 56.3 kcal/mol
largest force on an atom = 11.10 eV Å⁻¹
multiplicity = 1
E_HOMO = -13.0 eV
LUMO level = -11.068 eV

Each line ends with the natural charge from an NBO analysis.
CARTESIAN COORDINATES (ANGSTROEM)
Al 2.574 -0.829 1.855  1.90
O 1.702 0.822 1.311  -0.75
C 1.771 0.960 0.076  0.77
O 1.163 1.771 -0.779  -0.51
B 1.592 1.381 -2.146  1.14
O 2.514 0.217 -2.058  -0.50
C 2.643 -0.044 -0.774  0.72
O 3.420 -0.896 -0.251  -0.61
O 2.305 2.470 -2.828  -0.65
C 1.746 2.602 -4.051  0.68
O 2.185 3.190 -4.989  -0.42
C 0.505 1.679 -4.096  0.67
O 0.482 0.971 -3.022  -0.63
O -0.316 1.605 -4.968  -0.44
O 0.980 0.485 2.888  -0.49
C 0.038 -0.121 2.327  0.66
O -1.226 -0.201 2.798  -0.51
B -1.836 -1.208 1.902  1.15
O -0.931 -1.526 0.828  -0.49
C 0.215 -0.989 1.034  0.74
O 1.257 -1.129 0.426  -0.71
O -2.262 -2.412 2.705  -0.64
C -3.560 -2.451 2.897  0.68
O -4.236 -3.349 3.468  -0.41
C -4.184 -1.273 2.079  0.68
O -3.163 -0.706 1.459  -0.64
O -5.379 -1.018 1.909  -0.42

=====

(2)
Below is the molecule C8H10, with properties calculated with ωB97M-V/def2-TZVPD.

net charge = 0
frontier orbital gap = 9.4 eV
E = -8455.222 eV
molecular weight = 106.17 g/mol
energy above the lowest of the compared OMol25 structures with the same formula, charge and spin = 70.3 kcal/mol
largest force on an atom = 5.14 eV Å⁻¹
multiplicity = 1
E_HOMO = -8.2 eV
LUMO level = 1.128 eV

Each line ends with the natural charge from an NBO analysis.
CARTESIAN COORDINATES (ANGSTROEM)
C -2.302 0.062 0.000  -0.17
C -1.489 1.173 -0.020  -0.24
C -0.058 0.636 -0.067  -0.05
C -0.055 -0.680 -0.065  -0.01
C -1.499 -1.140 -0.042  -0.49
C 1.393 -1.206 0.247  -0.42
C 2.262 0.059 -0.227  -0.38
C 1.278 1.182 0.156  -0.45
H -3.487 0.237 -0.035  0.23
H -1.779 2.226 0.015  0.22
H -1.898 -1.687 0.737  0.25
H -1.786 -1.840 -0.943  0.24
H 1.464 -1.173 1.353  0.20
H 1.901 -2.076 -0.250  0.22
H 2.281 -0.048 -1.393  0.20
H 3.369 0.019 -0.004  0.23
H 1.176 1.844 1.159  0.22
H 1.582 1.979 -0.529  0.22

=====

(3)
Below is the molecule C8H10, with properties calculated with ωB97M-V/def2-TZVPD.

net charge = 0
frontier orbital gap = 9.8 eV
E = -8454.928 eV
molecular weight = 106.17 g/mol
energy above the lowest of the compared OMol25 structures with the same formula, charge and spin = 77.1 kcal/mol
largest force on an atom = 5.88 eV Å⁻¹
multiplicity = 1
E_HOMO = -8.8 eV
LUMO level = 0.982 eV

Each line ends with the natural charge from an NBO analysis.
CARTESIAN COORDINATES (ANGSTROEM)
C -2.867 -0.405 -0.490  -0.66
C -1.300 -0.249 -0.279  -0.02
C -0.826 -0.905 0.825  -0.23
C 0.639 -0.963 0.843  -0.19
C 1.442 0.001 0.290  -0.03
C 2.901 0.500 0.695  -0.65
C 0.783 0.724 -0.740  -0.17
C -0.566 0.625 -0.998  -0.25
H -3.669 -1.357 -0.022  0.25
H -3.351 0.725 -0.257  0.22
H -2.878 -0.342 -1.670  0.22
H -1.366 -1.813 1.155  0.22
H 1.139 -1.538 1.587  0.20
H 3.304 1.075 -0.239  0.21
H 2.702 1.462 1.384  0.24
H 3.615 -0.331 0.864  0.24
H 1.281 1.415 -1.258  0.19
H -0.982 1.376 -1.690  0.22

=====

> What is the E_HOMO in the first record?

-13.0 eV

=====

> Which formula does entry 1 have?

C8AlB2O16

=====

Repeat the first record exactly.
Below is a structure of composition C8AlB2O16, with properties calculated with ωB97M-V/def2-TZVPD.

net charge = +1
frontier orbital gap = 1.9 eV
E = -48997.870 eV
molecular weight = 400.68 g/mol
energy above the lowest of the compared OMol25 structures with the same formula, charge and spin = 56.3 kcal/mol
largest force on an atom = 11.10 eV Å⁻¹
multiplicity = 1
E_HOMO = -13.0 eV
LUMO level = -11.068 eV

Each line ends with the natural charge from an NBO analysis.
CARTESIAN COORDINATES (ANGSTROEM)
Al 2.574 -0.829 1.855  1.90
O 1.702 0.822 1.311  -0.75
C 1.771 0.960 0.076  0.77
O 1.163 1.771 -0.779  -0.51
B 1.592 1.381 -2.146  1.14
O 2.514 0.217 -2.058  -0.50
C 2.643 -0.044 -0.774  0.72
O 3.420 -0.896 -0.251  -0.61
O 2.305 2.470 -2.828  -0.65
C 1.746 2.602 -4.051  0.68
O 2.185 3.190 -4.989  -0.42
C 0.505 1.679 -4.096  0.67
O 0.482 0.971 -3.022  -0.63
O -0.316 1.605 -4.968  -0.44
O 0.980 0.485 2.888  -0.49
C 0.038 -0.121 2.327  0.66
O -1.226 -0.201 2.798  -0.51
B -1.836 -1.208 1.902  1.15
O -0.931 -1.526 0.828  -0.49
C 0.215 -0.989 1.034  0.74
O 1.257 -1.129 0.426  -0.71
O -2.262 -2.412 2.705  -0.64
C -3.560 -2.451 2.897  0.68
O -4.236 -3.349 3.468  -0.41
C -4.184 -1.273 2.079  0.68
O -3.163 -0.706 1.459  -0.64
O -5.379 -1.018 1.909  -0.42